Below is an isolated ion of composition C34H50NO6S and charge +1 at a distorted geometry, with properties calculated with ωB97M-V/def2-TZVPD.

Summary:
* total energy: -60669.040 eV
* net charge: +1
* HOMO level: -11.15 eV
* Kohn-Sham gap: 7.419 eV

Atoms and positions in Å:
1 C 0.18791 -6.28393 1.22786
2 C 0.77199 -5.23275 0.19497
3 C 1.88599 -4.29871 0.79597
4 C 1.34082 -3.09224 1.67014
5 C 0.05277 -2.38336 1.07162
6 C 0.19940 -0.82763 1.24504
7 C 1.04180 -0.15373 0.24206
8 C 1.77992 -0.92728 -0.89034
9 C 3.36466 -0.78000 -0.89296
10 C 4.01803 -0.49962 0.51296
11 C 5.51773 -0.00135 0.23476
12 O 5.62888 1.35108 0.79672
13 C 5.91813 2.27371 -0.20088
14 O 5.46641 3.38394 -0.22239
15 C 1.20781 1.33328 0.29478
16 C 2.05056 2.11696 -0.76845
17 C 1.32822 2.04973 -2.17925
18 C -0.11534 2.38575 -2.15614
19 C -0.89516 2.32911 -3.38735
20 C -0.18736 1.92927 -4.61835
21 C -1.08149 1.84276 -5.92644
22 C 1.24699 1.62582 -4.64594
23 C 2.03904 1.67697 -3.39714
24 C 0.49530 2.03681 1.39672
25 C 0.61330 3.61333 1.47261
26 O 1.90371 3.92333 2.01769
27 C 1.94868 3.78145 3.41765
28 C 2.69742 2.52783 3.98851
29 O 1.45406 4.61041 4.12722
30 C -0.29000 1.26575 2.37675
31 S -1.05151 2.26682 3.69639
32 N -0.42529 -0.12297 2.28201
33 C -1.22876 -0.90659 3.26507
34 C -2.64066 -1.33074 2.70368
35 C -3.73345 -0.18523 2.70018
36 C -3.89638 0.39312 1.22382
37 C -4.72016 -0.61098 0.29391
38 C -5.33175 0.10502 -0.95699
39 O -5.65047 -0.84550 -2.02632
40 C -5.46601 -0.26369 -3.27984
41 C -6.09588 1.09252 -3.72638
42 O -4.80027 -0.88179 -4.07415
43 H 0.98334 -6.70742 1.90232
44 H -0.69963 -5.90751 1.79977
45 H -0.18874 -7.15677 0.61788
46 H 1.26524 -5.84261 -0.61611
47 H -0.06970 -4.68514 -0.31019
48 H 2.49550 -4.93811 1.50184
49 H 2.60265 -3.87739 0.04507
50 H 1.17373 -3.37002 2.75203
51 H 2.15087 -2.30271 1.69515
52 H -0.84912 -2.80127 1.58100
53 H -0.09466 -2.58637 -0.02624
54 H 1.41680 -0.47930 -1.86490
55 H 1.54170 -2.01597 -0.94889
56 H 3.62925 -0.00153 -1.65516
57 H 3.77494 -1.76701 -1.25964
58 H 3.54147 0.32579 1.09738
59 H 4.05041 -1.44117 1.12424
60 H 6.28880 -0.68630 0.66237
61 H 5.62568 0.14049 -0.87958
62 H 6.62762 2.00751 -1.04478
63 H 2.10443 3.21667 -0.52558
64 H 3.11403 1.77239 -0.81404
65 H -0.59318 2.67340 -1.18231
66 H -1.98065 2.55942 -3.32811
67 H -2.06222 1.41523 -5.59479
68 H -0.57990 1.15118 -6.64532
69 H -1.17239 2.89241 -6.30181
70 H 1.73370 1.32828 -5.60481
71 H 3.13630 1.44774 -3.39162
72 H -0.24685 4.08966 2.00681
73 H 0.60649 4.04034 0.42965
74 H 1.98374 1.89169 4.57286
75 H 3.19295 1.98449 3.14347
76 H 3.49479 2.90696 4.68391
77 H -1.98406 1.50806 4.35134
78 H -0.67275 -1.85886 3.50392
79 H -1.35714 -0.37936 4.23961
80 H -2.50206 -1.64067 1.62924
81 H -3.04604 -2.21584 3.26149
82 H -4.73437 -0.65609 2.93397
83 H -3.57935 0.61636 3.46362
84 H -4.49418 1.34350 1.25030
85 H -2.88990 0.52055 0.72655
86 H -5.53207 -1.06411 0.92984
87 H -4.06938 -1.46584 -0.04626
88 H -4.60734 0.83875 -1.40057
89 H -6.31610 0.58980 -0.68826
90 H -6.23337 1.03649 -4.84259
91 H -5.41714 1.97809 -3.55741
92 H -7.11177 1.28545 -3.27649

Partial atomic charges computed with the Löwdin method, in multiples of e: atom 1 (C): -0.11, atom 2 (C): -0.25, atom 3 (C): -0.20, atom 4 (C): -0.16, atom 5 (C): -0.13, atom 6 (C): -0.06, atom 7 (C): -0.05, atom 8 (C): -0.11, atom 9 (C): -0.17, atom 10 (C): -0.14, atom 11 (C): -0.14, atom 12 (O): -0.07, atom 13 (C): -0.34, atom 14 (O): 0.09, atom 15 (C): -0.03, atom 16 (C): -0.07, atom 17 (C): -0.20, atom 18 (C): -0.02, atom 19 (C): -0.03, atom 20 (C): -0.23, atom 21 (C): -0.06, atom 22 (C): -0.02, atom 23 (C): -0.03, atom 24 (C): -0.09, atom 25 (C): -0.15, atom 26 (O): -0.04, atom 27 (C): -0.49, atom 28 (C): 0.02, atom 29 (O): 0.13, atom 30 (C): -0.39, atom 31 (S): 0.92, atom 32 (N): -0.01, atom 33 (C): -0.13, atom 34 (C): -0.15, atom 35 (C): -0.18, atom 36 (C): -0.19, atom 37 (C): -0.16, atom 38 (C): -0.17, atom 39 (O): -0.05, atom 40 (C): -0.50, atom 41 (C): 0.00, atom 42 (O): 0.10, atom 43 (H): 0.08, atom 44 (H): 0.07, atom 45 (H): 0.08, atom 46 (H): 0.11, atom 47 (H): 0.10, atom 48 (H): 0.12, atom 49 (H): 0.10, atom 50 (H): 0.12, atom 51 (H): 0.09, atom 52 (H): 0.10, atom 53 (H): 0.12, atom 54 (H): 0.12, atom 55 (H): 0.10, atom 56 (H): 0.08, atom 57 (H): 0.13, atom 58 (H): 0.10, atom 59 (H): 0.11, atom 60 (H): 0.13, atom 61 (H): 0.11, atom 62 (H): 0.16, atom 63 (H): 0.12, atom 64 (H): 0.10, atom 65 (H): 0.10, atom 66 (H): 0.10, atom 67 (H): 0.08, atom 68 (H): 0.08, atom 69 (H): 0.09, atom 70 (H): 0.11, atom 71 (H): 0.11, atom 72 (H): 0.11, atom 73 (H): 0.13, atom 74 (H): 0.08, atom 75 (H): 0.08, atom 76 (H): 0.10, atom 77 (H): -0.11, atom 78 (H): 0.13, atom 79 (H): 0.11, atom 80 (H): 0.09, atom 81 (H): 0.13, atom 82 (H): 0.11, atom 83 (H): 0.08, atom 84 (H): 0.12, atom 85 (H): 0.11, atom 86 (H): 0.12, atom 87 (H): 0.12, atom 88 (H): 0.13, atom 89 (H): 0.14, atom 90 (H): 0.10, atom 91 (H): 0.09, atom 92 (H): 0.09


Below is C34H50P2Sc as an isolated structure at a distorted geometry, with properties calculated with ωB97M-V/def2-TZVPD.

Summary:
* total energy: -75333.362 eV
* net charge: +1
* HOMO level (spin up / spin down): -9.18 / -9.18 eV
* energy relative to the best compared isomer or geometry (same formula, charge and spin): 0.0 kcal/mol
* Kohn-Sham gap (spin up / spin down): 4.773 / 4.772 eV

Atoms and positions in Å:
1 Sc -0.14668 -0.02061 -2.28517
2 C -0.31843 -3.07269 1.46659
3 C 0.98384 -3.11601 0.92489
4 C 0.89670 -1.35093 2.39695
5 C -0.42353 -1.89823 2.29254
6 C 1.74918 -2.08895 1.53793
7 C -1.34865 -4.12179 1.34393
8 H -1.04490 -4.91274 0.64955
9 H -2.30852 -3.71075 1.01480
10 H -1.51622 -4.60732 2.31784
11 C -1.60782 -1.33295 2.87854
12 H -2.53934 -1.80217 2.55967
13 H -1.84573 0.00872 2.48931
14 H -1.55420 -1.20551 3.96330
15 C 1.31355 -0.22787 3.26387
16 H 0.71180 -0.19598 4.18319
17 H 1.20191 0.74845 2.75427
18 H 2.37490 -0.33047 3.54018
19 C 3.20662 -1.88897 1.37962
20 H 3.76915 -2.40103 2.17938
21 H 3.48127 -0.82588 1.41790
22 H 3.55285 -2.29762 0.42226
23 C 1.50765 -4.10627 -0.04365
24 H 2.03646 -4.92942 0.46238
25 H 2.21814 -3.64605 -0.74299
26 H 0.69669 -4.54596 -0.63592
27 C -1.27412 0.61497 -3.86581
28 C -1.66848 -0.82099 -3.76336
29 C -0.80553 -1.82897 -4.54406
30 C 0.69689 -2.04708 -4.20231
31 C 1.35797 -1.20547 -3.13173
32 C 1.71411 0.14143 -3.28948
33 C 1.27655 1.05093 -4.41519
34 C -0.22242 1.05786 -4.84115
35 H -0.85036 -1.54128 -5.60556
36 H 1.26346 -1.94649 -5.15061
37 H -1.29812 -2.81304 -4.50368
38 H -0.30240 0.49633 -5.78661
39 H -1.99155 1.37601 -3.52807
40 H -2.72085 -0.94323 -4.07175
41 H -0.46361 2.10293 -5.10464
42 H 1.56246 2.07873 -4.12926
43 H 2.46756 0.58140 -2.62056
44 H 1.87275 0.82867 -5.32158
45 H 0.81472 -3.10657 -3.90749
46 H 1.73458 -1.76666 -2.25642
47 P -2.53509 -1.40783 -1.85219
48 P 2.78617 2.12415 1.14925
49 C 0.52737 1.46282 -0.62342
50 C 1.51034 2.54933 -0.24249
51 H 0.29634 0.83600 0.26146
52 H -0.41769 1.93865 -0.99122
53 H 2.08305 2.92302 -1.11378
54 H 0.94637 3.39570 0.19718
55 C 3.61044 3.70730 1.49868
56 H 4.29580 3.51014 2.33360
57 H 2.85897 4.43585 1.82143
58 H 4.17453 4.07879 0.63703
59 C 4.01374 1.34812 0.01012
60 H 4.35592 2.06801 -0.74654
61 H 3.58655 0.46332 -0.48468
62 H 4.87325 1.03115 0.61507
63 C -4.32711 -1.15489 -2.10068
64 H -4.83012 -2.10709 -2.32108
65 H -4.49723 -0.45701 -2.92845
66 H -4.74183 -0.72470 -1.17802
67 C -2.45227 -3.22365 -1.90481
68 H -1.67184 -3.54821 -1.20316
69 H -2.21970 -3.59249 -2.91067
70 H -3.41622 -3.64223 -1.57902
71 C -0.63303 3.84066 5.32729
72 C -0.77300 2.47106 5.62842
73 C -1.27981 1.59821 4.67779
74 C -1.64851 2.04631 3.37725
75 C -2.01719 1.17609 2.33896
76 C -2.50620 1.66027 1.14665
77 C -2.55195 3.05831 0.91387
78 C -2.05752 3.93560 1.86444
79 C -1.58567 3.46967 3.11302
80 C -1.04236 4.32395 4.09497
81 H -0.22572 4.52143 6.07128
82 H -0.48566 2.10205 6.61241
83 H -1.40880 0.54579 4.93319
84 H -2.84148 0.97621 0.36090
85 H -2.96142 3.43337 -0.02241
86 H -2.02519 5.00893 1.66394
87 H -0.97646 5.38744 3.86260

Partial atomic charges computed with the Löwdin method, in multiples of e: atom 1 (Sc): 0.80, atom 2 (C): -0.22, atom 3 (C): -0.21, atom 4 (C): -0.20, atom 5 (C): -0.18, atom 6 (C): -0.20, atom 7 (C): -0.06, atom 8 (H): 0.07, atom 9 (H): 0.06, atom 10 (H): 0.10, atom 11 (C): 0.05, atom 12 (H): 0.09, atom 13 (H): 0.04, atom 14 (H): 0.10, atom 15 (C): -0.07, atom 16 (H): 0.07, atom 17 (H): 0.01, atom 18 (H): 0.09, atom 19 (C): -0.04, atom 20 (H): 0.10, atom 21 (H): 0.04, atom 22 (H): 0.07, atom 23 (C): -0.04, atom 24 (H): 0.10, atom 25 (H): 0.06, atom 26 (H): 0.07, atom 27 (C): -0.32, atom 28 (C): -0.42, atom 29 (C): -0.17, atom 30 (C): -0.13, atom 31 (C): -0.18, atom 32 (C): -0.16, atom 33 (C): -0.14, atom 34 (C): -0.19, atom 35 (H): 0.12, atom 36 (H): 0.14, atom 37 (H): 0.10, atom 38 (H): 0.12, atom 39 (H): 0.12, atom 40 (H): 0.09, atom 41 (H): 0.13, atom 42 (H): 0.13, atom 43 (H): 0.11, atom 44 (H): 0.15, atom 45 (H): 0.13, atom 46 (H): 0.13, atom 47 (P): 0.94, atom 48 (P): 0.89, atom 49 (C): -0.28, atom 50 (C): -0.43, atom 51 (H): 0.02, atom 52 (H): 0.03, atom 53 (H): 0.06, atom 54 (H): 0.06, atom 55 (C): -0.31, atom 56 (H): 0.04, atom 57 (H): 0.04, atom 58 (H): 0.04, atom 59 (C): -0.32, atom 60 (H): 0.04, atom 61 (H): 0.02, atom 62 (H): 0.04, atom 63 (C): -0.27, atom 64 (H): 0.05, atom 65 (H): 0.05, atom 66 (H): 0.05, atom 67 (C): -0.27, atom 68 (H): 0.01, atom 69 (H): 0.04, atom 70 (H): 0.06, atom 71 (C): -0.07, atom 72 (C): -0.07, atom 73 (C): -0.04, atom 74 (C): -0.15, atom 75 (C): -0.03, atom 76 (C): -0.09, atom 77 (C): -0.08, atom 78 (C): -0.03, atom 79 (C): -0.17, atom 80 (C): -0.03, atom 81 (H): 0.11, atom 82 (H): 0.11, atom 83 (H): 0.09, atom 84 (H): 0.08, atom 85 (H): 0.10, atom 86 (H): 0.12, atom 87 (H): 0.11